{"formula": "C8H10N2ORh", "method": "ωB97M-V with the def2-TZVPD basis set", "species": ["C", "C", "C", "C", "C", "Rh", "N", "C", "C", "H", "H", "H", "H", "H", "H", "H", "H", "H", "H", "O", "C", "N"], "positions_angstrom": [[-0.553, 0.886, -2.146], [0.787, 0.717, -1.695], [0.921, 1.332, -0.417], [-0.314, 1.982, -0.116], [-1.257, 1.663, -1.153], [-0.769, -0.233, -0.356], [-3.297, -0.263, 0.768], [0.585, -1.943, -0.766], [1.980, -1.857, -0.566], [1.801, 1.309, 0.203], [1.576, 0.174, -2.207], [-0.521, 2.625, 0.728], [-2.285, 2.014, -1.239], [-0.994, 0.534, -3.086], [2.591, -1.504, -1.424], [-0.138, -2.225, 0.100], [-2.386, -0.875, 0.898], [2.308, -1.872, 0.509], [-0.188, -1.741, -1.621], [0.365, -0.027, 3.685], [0.055, -0.233, 2.550], [-0.264, -0.463, 1.435]], "spin_multiplicity": 5, "de_lowest_kcal_mol": 35.8, "lumo_energy_ha": [0.1410, 0.1041], "charge": -1, "s_squared": 6.05, "largest_force_ha_per_bohr": 0.1020, "orbital_gap_ha": [0.2229, 0.2353]}